# 1
133
Properties=species:S:1:pos:R:3:forces:R:3 method="wB97M-V/def2-TZVPD" smiles="CC[C@H](I)[C@H](O[C@](N)([C@](B(C)O)(B(O)OC)N(c1ccncc1)C(F)(F)C(F)(F)F)S(=O)(=O)F)P(=O)(O)O.COCCNCCOC.COCCNCCOC.COCCNCCOC" homo_energy_ev=-8.4 spin_multiplicity=1
I 3.63868 8.09892 0.82606 0.08 -0.06 -0.03
S 0.09288 4.44242 -0.90766 1.03 0.35 -3.03
P 4.15179 3.66806 -0.32599 -0.78 -1.10 -1.06
F -0.43328 0.82137 4.17154 0.21 -0.20 -0.71
F 1.06810 1.49443 5.52829 -0.04 -0.06 -0.22
F 1.72684 0.82153 3.61819 -0.57 -0.21 -0.56
F -0.23162 3.47790 4.76399 0.12 0.86 -0.17
F 1.86710 3.45266 4.10772 -0.12 0.51 0.08
F -1.11523 3.44205 -0.79466 0.14 0.27 0.59
O -0.38794 5.58332 -1.62566 -0.97 0.35 0.85
O -2.40754 4.25391 3.02841 -0.27 -0.17 -0.69
O -2.66432 -3.61544 -4.49302 0.04 0.06 -0.08
O -4.47575 -0.24189 -6.95425 -0.27 0.08 0.15
O 5.06574 4.38747 -1.43790 0.15 0.33 0.66
O 5.10665 3.18111 0.86522 -0.05 0.88 -0.13
O 4.53394 -1.49849 -0.27160 0.16 0.02 0.23
O -0.79606 6.66266 3.47902 0.06 -0.71 0.10
O 2.00068 4.59961 1.05967 -0.07 0.03 -1.13
O -3.00660 -2.87705 0.67869 0.04 -0.05 0.08
O 1.12213 3.77493 -1.62575 0.26 -0.88 0.80
O 3.02220 -5.29544 1.54474 -0.17 -0.14 -0.09
O 3.48313 2.51908 -0.94328 -0.09 -0.22 0.10
O -4.86824 -6.71875 2.25709 -0.24 -0.06 -0.19
O 1.49844 6.07414 3.52181 -0.25 -0.72 0.50
N -3.60578 -0.60210 -4.10305 0.14 -0.04 -0.07
N 0.60288 6.46730 0.74986 -0.23 0.02 -0.77
N 4.17600 -4.50486 -1.09339 0.10 0.10 0.03
N -3.73502 -5.79221 -0.36401 0.17 0.03 0.11
N -0.17212 -0.02768 -0.27654 -0.05 1.24 1.23
N 0.21363 3.24446 2.51227 -0.29 0.10 -0.04
C 5.54136 -2.35679 -0.77482 0.06 0.09 -0.28
C -4.14279 -7.52326 1.33478 0.41 -0.14 0.21
C -5.84080 -0.48938 -6.67826 0.15 -0.15 -0.08
C -6.21014 -6.46992 1.88375 0.12 0.14 0.12
C -1.18631 0.43419 0.46791 -1.24 -0.90 -0.51
C 4.33801 5.58135 2.48212 1.10 0.61 -0.47
C -2.91132 0.16020 -5.13383 -0.27 -0.21 0.02
C -2.14644 -3.81136 0.04980 0.25 0.12 -0.21
C -1.91107 -2.53533 -3.97013 0.13 -0.02 0.25
C -3.88339 0.75835 -6.13299 0.43 0.12 -0.18
C 1.68536 -5.08275 1.13856 0.14 0.18 0.09
C 3.80954 -6.12815 0.70095 0.35 -0.07 0.24
C -3.10861 -6.71232 0.57691 -0.28 0.22 -0.01
C -2.83800 -4.77424 -0.91134 -0.28 -0.02 -0.03
C -3.27378 -3.37807 -5.74788 -0.08 -0.21 0.13
C 0.61973 2.99351 3.80670 0.49 -1.94 -0.04
C 0.04169 2.15874 1.59465 0.24 -0.95 -0.54
C -0.09868 4.60311 2.04010 -0.89 -0.09 -0.80
C 4.07148 6.00652 1.00725 -0.13 -1.08 0.71
C 3.07401 5.05627 0.26847 1.80 0.78 0.19
C -3.72382 -3.36983 1.79475 -0.08 0.22 -0.09
C 1.58443 6.62984 4.84825 0.19 0.15 -0.65
C 0.94600 0.64714 -0.00977 1.34 -0.97 -1.39
C -2.60214 5.50083 0.88380 0.18 0.37 -0.06
C 0.73094 1.46443 4.21279 0.40 0.86 1.65
C -1.14847 1.45516 1.38908 0.27 0.93 0.52
C 1.12061 1.70676 0.84865 -0.36 0.55 0.87
C 0.70730 5.03372 0.76892 -0.14 0.00 2.51
C -2.73992 -1.44976 -3.28337 -0.20 0.05 0.04
C 5.86251 5.47586 2.77524 -0.48 0.00 0.45
C 4.82902 -5.31139 -0.06989 -0.27 0.17 -0.10
C 3.82410 -2.00763 0.84439 -0.13 0.27 -0.12
C 4.99554 -3.45191 -1.68849 -0.08 -0.15 -0.05
B -1.70704 4.77606 1.94688 -0.23 0.16 0.33
B 0.24786 5.82187 3.06569 0.42 0.94 -0.07
H -5.96695 -1.06847 -5.75700 -0.12 0.09 0.05
H 1.10581 6.85409 -0.04775 0.26 0.11 0.23
H 3.42439 -1.16340 1.40815 0.07 0.07 -0.06
H -1.52611 -4.32396 0.79619 -0.13 -0.07 0.08
H -3.38925 -1.94486 -2.55635 0.07 0.00 0.07
H -1.26897 -2.97591 -3.20215 -0.02 -0.01 0.00
H -2.06425 -0.80361 -2.71327 0.07 -0.03 -0.04
H 5.63239 2.45954 0.48987 0.03 -0.20 0.28
H -1.45600 -3.20950 -0.54847 -0.02 0.05 0.02
H 3.19864 -6.73759 0.02878 -0.14 0.15 -0.04
H -3.43507 -4.17006 -1.59841 0.09 -0.02 -0.09
H 1.82939 0.31517 -0.55249 -0.06 0.07 -0.01
H -2.50405 -6.18252 1.32463 0.10 -0.14 0.05
H -2.66022 -2.74110 -6.38958 -0.04 0.08 0.03
H -3.14277 -4.09467 2.37020 -0.03 -0.07 -0.04
H 5.03801 5.89508 0.51784 -0.19 0.31 -0.40
H 5.54728 -5.98143 -0.55141 0.02 -0.01 0.02
H 2.80198 5.56201 -0.66120 -0.36 -0.32 -0.07
H -3.61259 -8.27217 1.93051 -0.02 -0.03 -0.03
H -3.36294 4.79145 0.54536 0.02 -0.02 0.05
H 6.05079 5.94215 3.74388 0.21 0.08 -0.10
H 6.19339 -1.72582 -1.38499 -0.05 0.04 0.00
H -2.04226 1.70716 1.94553 -0.09 -0.14 -0.11
H 3.88916 4.61515 2.69630 -0.42 0.25 0.13
H -3.31707 1.41116 -6.80355 -0.02 0.03 0.02
H -1.21168 6.28189 4.26391 -0.40 0.18 -0.10
H -6.72287 -6.06050 2.75307 0.04 -0.03 0.03
H 0.86834 6.13648 5.50471 0.01 0.17 0.12
H -3.14261 6.30731 1.39108 -0.01 -0.07 0.03
H -2.21066 -0.46548 -5.70110 0.10 0.14 -0.06
H -4.63848 1.37372 -5.63571 -0.09 -0.13 0.06
H 4.37248 -2.96053 -2.43967 0.07 0.03 -0.03
H 4.34626 -6.81083 1.36601 0.00 -0.02 -0.04
H -6.24096 -1.08028 -7.50109 0.04 0.02 -0.03
H -2.29304 3.30300 3.10652 0.31 0.05 0.58
H -0.35658 6.73179 0.52982 -0.06 -0.08 0.27
H 1.40928 7.70214 4.77944 -0.09 0.00 0.28
H -2.34364 0.96714 -4.66184 0.03 -0.01 0.01
H -4.26712 -2.93939 -5.62283 0.02 0.13 -0.15
H -4.67395 -3.81191 1.48427 0.01 -0.15 0.12
H -3.95776 -2.52322 2.44111 0.06 0.03 -0.02
H -4.80886 -8.05810 0.65195 -0.08 0.13 -0.05
H 1.18181 -6.01275 0.85986 0.04 -0.02 -0.05
H -2.07376 -5.27479 -1.51475 0.03 0.01 0.03
H 1.63009 -4.36834 0.30983 -0.17 -0.13 -0.10
H -4.30627 -1.18647 -4.53708 -0.01 0.01 -0.04
H 5.10414 3.77691 -2.18598 -0.07 0.07 -0.16
H 6.47346 5.97025 2.01959 0.04 0.01 0.06
H 5.82742 -3.91900 -2.22621 0.05 0.00 0.07
H -3.40607 -4.34126 -6.24146 0.06 -0.03 0.04
H -2.14272 -0.06339 0.31850 0.10 -0.07 0.02
H -4.50659 -5.32591 0.09173 -0.03 -0.02 0.02
H 3.97264 6.37941 3.11718 -0.54 -0.40 0.19
H -1.23298 -2.13240 -4.73170 -0.12 0.04 -0.10
H -6.27354 -5.73080 1.07784 -0.10 -0.09 -0.08
H 3.35324 -4.06946 -0.70263 -0.03 -0.10 0.01
H 5.37001 -4.70031 0.66404 0.10 -0.08 0.04
H -6.71768 -7.38759 1.57532 -0.01 0.00 -0.04
H 6.17112 -2.74244 0.03619 -0.16 -0.10 0.09
H -6.41022 0.44077 -6.60308 -0.02 0.00 0.04
H 2.58840 6.44057 5.22284 0.01 -0.03 -0.07
H 4.46876 -2.59034 1.50669 -0.04 -0.11 -0.04
H -2.13765 5.92347 -0.00711 -0.03 -0.03 0.05
H 2.08969 2.15875 0.97739 0.01 -0.12 -0.16
H -2.45277 -7.39479 0.02820 0.03 0.01 -0.01
H 2.97205 -2.60528 0.51382 0.02 -0.09 0.22
H 1.16359 -4.64036 1.98660 -0.01 -0.03 0.01
H 6.17483 4.43920 2.87867 0.06 -0.01 -0.25

---

# 2
17
Properties=species:S:1:pos:R:3:forces:R:3 method="wB97M-V/def2-TZVPD" smiles="CC(N)=O.CC" homo_energy_ev=-9.9 spin_multiplicity=1
O -0.28028 -1.29107 0.66630 0.09 -0.55 -0.50
N -0.04564 -1.22135 -1.59389 -0.27 -0.28 0.01
C -0.76504 -1.15140 -0.44466 -0.05 1.31 1.03
C 0.78998 1.96048 1.23504 -0.69 -0.12 -0.19
C -2.18754 -0.66881 -0.57714 -0.50 0.72 0.29
C 2.26356 1.87025 0.84638 0.09 -0.25 -0.21
H -2.76393 -1.06165 0.25906 -0.22 -0.86 -0.51
H -2.60896 -0.76252 -1.57926 -0.26 -0.43 0.27
H 0.83819 -1.70042 -1.55875 0.06 0.10 -0.13
H 0.55951 1.84314 2.29352 0.45 0.22 0.16
H -2.32865 0.38786 -0.30860 0.89 0.12 -0.34
H 0.19784 1.15625 0.79805 0.15 0.01 -0.27
H 2.44823 0.95457 0.28044 0.10 -0.13 0.31
H 0.33965 2.89211 0.90035 -0.02 0.16 0.08
H 2.91405 1.89471 1.71880 0.10 -0.06 -0.07
H 2.58729 2.65835 0.16355 -0.18 0.20 0.20
H -0.54833 -1.13905 -2.45894 0.25 -0.18 -0.14

---

# 3
37
Properties=species:S:1:pos:R:3:forces:R:3 method="wB97M-V/def2-TZVPD" homo_energy_ev="-15.5 / -15.5" charge=+2 spin_multiplicity=7
Tb -0.19769 -0.08238 0.11860 -3.50 -1.24 2.82
I 0.68319 -3.31449 -1.94670 0.14 0.06 0.01
Cl -2.42528 0.32472 0.26633 -3.60 0.45 -0.05
P -0.15114 1.46698 -1.94882 -0.36 0.45 -0.71
O 0.17448 1.38552 1.73626 0.76 -1.73 2.07
O 3.07929 -0.42740 -0.33833 -6.72 1.04 0.71
N 0.35947 1.47533 3.99952 -0.07 0.09 0.84
C 0.11958 -5.01184 -3.16561 -0.29 -0.34 -0.25
C 1.91651 -0.26498 -0.22044 13.15 -1.52 -2.15
C -1.31520 0.78595 -3.13484 -0.26 -0.35 -0.23
C 0.41265 0.77470 2.91418 -0.60 1.59 -2.92
C -0.80762 3.06032 -1.46115 -0.10 0.51 0.32
C -0.03750 2.90468 3.97894 -0.01 0.27 -0.25
C 0.63812 0.85612 5.30797 0.21 -0.72 0.26
C 1.37304 1.74385 -2.79176 0.95 0.21 -0.53
C 0.70559 -0.70663 2.82788 -0.06 -0.11 0.06
H -0.10829 3.57229 -0.78442 -0.18 -0.09 -0.24
H -0.14069 -1.25024 2.32566 0.46 0.35 0.76
H -0.96538 -5.11490 -3.10706 0.28 0.11 0.05
H 1.63583 -0.89293 2.25607 -0.28 0.21 0.32
H 0.44506 -4.80694 -4.18929 -0.03 0.13 0.39
H 2.11098 2.20885 -2.12163 -0.23 -0.01 -0.24
H 0.53848 1.56543 6.13242 -0.03 0.02 -0.45
H 1.79874 0.79777 -3.15558 -0.17 0.26 -0.02
H -0.05530 3.32602 4.99273 0.14 -0.48 -0.33
H 1.66675 0.46817 5.30885 -0.34 0.11 0.13
H -0.07232 0.03547 5.48009 0.24 0.25 0.06
H 1.17145 2.40725 -3.63525 0.31 0.00 -0.08
H 0.62432 -5.89504 -2.76143 -0.08 0.45 0.05
H 0.84401 -1.15765 3.80379 -0.05 -0.25 -0.05
H -0.93905 -0.16506 -3.53771 -0.08 0.28 0.01
H -0.94386 3.65266 -2.37013 -0.04 0.12 0.14
H -1.42520 1.51509 -3.94095 -0.12 -0.15 -0.09
H -1.04263 2.99113 3.55652 0.23 -0.01 -0.05
H 0.67639 3.47493 3.37507 -0.23 -0.15 0.07
H -1.76761 2.94091 -0.93921 0.27 0.03 -0.25
H -2.28736 0.59844 -2.65654 0.29 0.16 -0.18

---

# 4
56
Properties=species:S:1:pos:R:3:forces:R:3 method="wB97M-V/def2-TZVPD" homo_energy_ev=-10.9 spin_multiplicity=1
S 1.32701 -0.50461 2.98729 -0.12 -1.30 -0.14
S 3.01636 -4.14215 0.61918 -1.08 -2.28 -0.08
S 0.40873 4.81247 -0.00983 0.01 -1.03 1.18
S -0.98586 1.26555 -5.13587 0.35 -1.01 1.49
O 1.46694 3.67129 -0.27337 -0.24 -0.76 0.54
O -0.18308 5.08393 -1.24964 -0.96 0.75 -1.05
O 3.62758 -3.46214 1.67361 0.92 1.05 1.39
O 0.69069 0.76532 3.70500 0.47 -0.11 0.20
O 3.51544 -5.42493 0.22160 -0.27 0.98 -0.25
O -2.21047 1.29814 -4.07748 0.68 -1.11 -1.42
O 2.87763 -3.11057 -0.58292 -1.55 -0.41 -0.20
O 1.95105 -0.12663 1.78170 0.05 0.36 -0.34
O -1.16799 2.34226 -6.04523 0.37 -0.10 0.12
O 2.46780 -0.81326 4.05871 -1.19 0.44 0.57
O -0.61193 4.01737 0.94367 1.07 -0.94 -0.46
O 0.33887 -1.54626 2.98170 0.47 0.55 0.25
O -0.75006 -0.07705 -5.55912 -0.43 0.65 -0.20
O 1.01298 5.78709 0.80445 0.46 1.24 0.23
O 1.42709 -4.38061 0.99084 1.15 0.55 -1.37
O 0.13946 1.53921 -3.99978 -1.11 1.16 -0.53
N -1.43275 0.72496 -0.17136 -1.19 -1.02 1.05
N -2.60189 -3.28749 -1.45048 -0.03 -0.14 0.39
C 0.23866 3.01922 1.66333 -0.79 1.61 0.30
C 1.24114 2.56254 0.63586 0.12 -0.14 -0.30
C -2.20799 -3.00465 -2.48841 0.04 -0.03 -0.39
C 0.67176 -3.40139 0.22701 -0.78 0.02 1.02
C 0.75183 0.52913 5.11643 0.20 -1.00 0.71
C -1.73537 -2.51818 -3.78152 -0.01 0.12 0.01
C -2.17155 0.05506 0.42905 1.22 0.89 -1.21
C 1.47141 -3.17564 -1.04476 -0.19 0.72 -0.62
C -3.09750 -0.82605 1.12622 0.29 0.10 0.53
C 1.86237 -0.54578 5.36255 0.84 -0.33 0.80
C -0.44501 2.50959 -3.05235 0.09 -0.04 -0.40
C -1.96324 2.39253 -3.22000 -1.25 -0.02 1.19
H -0.18218 0.11842 5.48462 -0.29 0.08 -0.22
H -2.02741 -3.16684 -4.63068 0.20 0.35 0.63
H 2.16067 2.27643 1.08003 0.95 0.09 0.48
H -2.19219 -1.52933 -3.88217 0.18 -0.10 -0.35
H 0.93033 1.69953 0.07671 -0.54 -0.13 -0.42
H 0.70327 3.56894 2.50989 -0.20 -0.43 -0.50
H -0.44776 2.26591 2.02670 0.11 -0.15 -0.12
H -0.38117 -3.74830 0.13458 0.90 -0.11 -0.45
H -0.08750 3.53275 -3.19858 0.02 -0.37 -0.34
H -3.99634 -0.27072 1.38972 0.02 -0.09 0.09
H 0.61137 -2.53581 0.88861 0.17 0.36 -0.50
H -2.40330 3.25513 -3.68173 -0.06 0.69 -0.09
H 1.48477 -1.46225 5.84350 -0.31 0.13 -0.84
H 1.38142 -4.01298 -1.74794 0.04 0.11 0.21
H -2.60289 -1.22924 2.01928 -0.18 0.24 -0.09
H -3.34836 -1.67190 0.50715 -0.11 -0.22 -0.41
H -2.55571 2.13108 -2.30631 0.97 0.49 -0.49
H 0.94733 1.44952 5.62744 0.22 0.58 -0.02
H -0.64565 -2.38466 -3.73360 -0.35 -0.08 -0.23
H 1.19946 -2.22073 -1.58548 0.58 -0.96 0.82
H -0.16134 2.18579 -2.08168 0.39 -0.39 0.72
H 2.67306 -0.27898 6.07388 -0.37 0.51 -0.89

---

# 5
61
Properties=species:S:1:pos:R:3:forces:R:3 method="wB97M-V/def2-TZVPD" homo_energy_ev=-6.6 charge=-1 spin_multiplicity=1
O 2.19209 2.95990 -0.11305 -0.03 -0.52 1.18
O 1.86196 0.94850 4.25472 0.46 0.31 0.29
O 0.32984 3.51560 -2.33124 -0.29 0.07 -0.31
O -4.98323 -2.61818 -0.63216 -0.13 0.22 0.32
O 2.84408 1.61716 -2.28846 -1.45 0.01 1.39
O 0.30220 -2.63542 2.81856 0.04 0.55 0.27
O -0.16546 1.67952 -4.30920 -0.25 0.27 -0.73
O 1.23364 2.34105 2.07356 1.50 0.01 0.00
O 3.21360 -1.11561 3.36706 0.39 1.06 -0.26
O 0.19652 -2.59844 -4.56870 0.30 0.23 -0.01
O -0.75766 3.87751 2.78418 0.81 -1.22 -1.47
O -1.10625 -3.86554 0.92666 -0.42 -0.46 0.17
O -1.21434 -0.31809 -3.03519 -0.03 -0.81 -0.48
O 2.16006 0.01904 -4.37310 0.45 0.26 0.65
O -2.83630 1.02878 -0.12772 -0.50 0.30 -0.21
O -3.47295 -3.03885 1.77809 -0.24 0.38 -0.14
N 0.28088 -0.21669 1.49518 -0.64 -1.79 -0.85
C -1.16683 -0.36052 1.15352 0.32 0.09 0.36
C -1.86781 0.99581 0.93572 -0.73 -0.10 -1.09
C 1.07804 -0.35349 0.26466 -0.50 1.40 -0.35
C 1.47055 -1.72585 -0.19382 0.37 -2.28 0.44
H -0.57712 -3.37261 1.59639 0.43 0.03 -0.10
H 1.96038 0.25968 0.40906 0.17 0.25 -0.25
H -3.89334 -3.73054 2.29573 0.33 -0.11 -0.09
H 1.21615 3.17494 -2.52062 -0.03 0.15 0.44
H 0.78646 1.81937 -4.31255 -0.12 0.32 0.15
H -0.96450 -1.13638 -3.49859 -0.20 0.04 0.40
H 1.05318 0.90593 4.76702 -0.13 0.06 -0.17
H -0.13831 -3.07929 -3.81243 -0.07 -0.30 0.20
H -0.96755 0.30861 -3.74069 -0.01 0.15 0.47
H 1.05760 -2.25622 -4.27697 -0.16 0.12 -0.13
H -1.13954 3.94006 1.89646 -0.64 0.61 0.34
H 2.54570 -1.93699 -0.39207 -0.58 0.61 0.26
H 3.13818 -0.71947 2.48452 0.02 -0.57 -0.03
H -0.50709 2.13279 -3.52332 0.41 0.39 0.05
H -1.57892 -0.94740 1.97690 -0.68 0.35 -0.06
H 0.95092 -2.15938 -1.05372 -0.16 0.74 -0.31
H 1.27313 0.17936 -4.69951 -0.15 -0.17 0.14
H -1.19018 1.84316 0.72477 0.30 -0.71 0.13
H -2.93329 0.27557 -0.72214 0.76 -0.18 0.38
H -2.59284 -3.34953 1.44157 -0.43 -0.27 0.23
H 0.49870 0.66020 1.94539 -0.21 0.28 -0.26
H 1.66341 1.34230 3.37140 -0.52 -0.09 0.39
H -0.86977 -3.58752 0.04416 0.23 0.26 -0.11
H -4.51743 -2.73463 0.21646 0.25 -0.22 -0.03
H 3.09658 -0.27125 3.87778 -0.36 -1.14 0.06
H -2.47369 1.29930 1.77353 0.19 -0.04 0.79
H 0.42593 0.05561 -0.51651 0.62 0.50 -0.35
H 1.25530 -2.78466 2.86935 -0.03 -0.02 0.17
H -0.04190 3.20653 2.45332 -0.43 0.94 1.30
H 2.24780 1.74515 -1.46004 1.39 0.16 -1.36
H 1.89275 2.59315 0.96526 -0.70 0.67 -1.50
H -1.34293 -1.00796 0.25248 0.58 0.64 0.59
H 0.27064 -1.64545 2.65295 0.23 -0.54 -0.28
H 3.70356 1.85437 -1.93000 0.04 0.05 -0.07
H -5.54381 -1.86039 -0.43442 -0.04 0.01 -0.25
H 0.20536 3.41404 -1.38029 0.41 -0.10 0.04
H 2.38499 3.90498 -0.09328 -0.09 -0.26 0.07
H 1.92857 2.80044 2.56698 -0.37 0.28 0.27
H 1.16725 -2.43114 0.58006 0.36 -0.10 0.26
H 2.29505 0.57768 -3.54987 -0.07 -0.79 -0.95